No. 1
Molecular formula: CH35O19V
Method: DFT, ωB97M-V with the def2-TZVPD basis set

Last column: Mulliken charge in e.
Cartesian coordinates (Å):
O 2.636 -3.145 -1.449  -0.411
V 1.410 -2.111 -1.336  0.389
O 1.639 -1.771 -2.891  -0.541
C -0.409 -0.041 -0.013  3.440
O -0.179 -0.890 -1.106  0.675
H 0.262 -0.390 0.801  -2.083
H -1.382 -0.293 0.355  -0.537
H -0.251 1.000 -0.124  -0.117
O -2.607 -2.570 1.261  -0.729
H -2.537 -1.838 1.873  0.312
H -2.793 -2.021 0.435  0.477
O 2.284 0.494 -2.090  -0.496
H 1.881 0.842 -1.288  -0.102
H 3.166 0.848 -1.969  0.321
O -0.858 1.987 2.405  -0.524
H -1.527 2.139 3.089  0.307
H -0.031 1.811 2.805  0.351
O -0.161 -3.580 -1.805  -0.391
H -0.759 -4.079 -1.260  0.292
H -0.731 -3.353 -2.589  0.316
O 1.391 3.148 -2.486  -0.620
H 1.432 2.205 -2.238  0.447
H 1.682 3.221 -3.369  0.204
O 0.967 -0.928 2.884  -0.707
H 0.409 -0.748 3.599  0.295
H 0.379 -0.885 2.141  -0.010
O 1.591 1.600 3.318  -0.777
H 2.445 1.847 3.634  0.279
H 1.665 0.646 3.177  0.434
O -0.518 1.259 -2.712  -0.659
H -1.455 1.196 -2.792  0.343
H -0.356 0.616 -2.039  0.111
O 0.188 3.873 0.130  -0.659
H 0.361 2.929 0.240  0.177
H 0.402 4.133 -0.736  0.338
O -3.028 1.801 0.016  -0.726
H -2.349 2.142 -0.525  0.337
H -2.590 1.619 0.831  0.316
O -2.980 -1.134 -1.037  -0.872
H -2.031 -1.127 -1.116  0.273
H -3.044 -0.365 -0.422  0.601
O 0.931 -3.013 0.575  -0.535
H 1.610 -3.091 1.231  0.317
H 0.228 -2.954 1.269  0.238
O -1.655 -1.512 -3.780  -0.590
H -2.081 -1.325 -4.620  0.285
H -2.195 -1.060 -3.138  0.230
O 2.000 1.653 0.541  -0.508
H 1.942 1.829 1.476  0.308
H 2.651 2.248 0.127  0.320
O 2.783 -0.993 0.206  -0.413
H 3.689 -0.864 0.037  0.250
H 2.415 -0.234 0.710  0.168
O -1.869 -0.547 3.021  -0.709
H -2.342 0.233 2.787  0.236
H -1.698 -0.434 3.937  0.329

=====

No. 2
Molecular formula: CH4N2P2
Method: DFT, ωB97M-V with the def2-TZVPD basis set

Last column: Mulliken charge in e.
Cartesian coordinates (Å):
C -0.154 1.027 -0.042  0.469
N -1.217 0.344 0.124  -0.131
N 0.833 1.490 0.932  -0.479
P -2.738 0.275 -0.266  0.009
P 1.082 1.688 -0.856  -0.131
H 2.071 -2.647 -0.925  0.212
H 1.338 0.872 1.464  0.208
H -3.102 -1.084 0.176  0.060
H 1.888 -1.964 -0.606  -0.217

=====

No. 3
Molecular formula: C3H5PS
Method: DFT, ωB97M-V with the def2-TZVPD basis set

Values from the calculation:
SMILES string: S=C[PH2]1C=C1

Last column: Mulliken charge in e.
Cartesian coordinates (Å):
S -3.010 -0.585 0.197  -0.206
C -1.445 -0.693 -0.184  -0.339
P 0.134 -0.166 0.476  0.056
C 0.924 0.613 -0.860  -0.271
C 0.903 1.294 0.279  -0.360
H -1.163 -1.456 -0.822  0.330
H 0.234 -0.433 1.985  0.016
H 0.591 -1.403 0.051  -0.030
H 1.463 0.681 -1.765  0.386
H 1.368 2.148 0.643  0.417

=====

No. 4
Molecular formula: C13H20BrNO6PRh
Method: DFT, ωB97M-V with the def2-TZVPD basis set

Values from the calculation:
Charge: +2

Last column: Mulliken charge in e.
Cartesian coordinates (Å):
Rh -0.119 0.573 0.323  0.507
Br 2.110 2.187 1.623  -0.040
C 1.734 2.703 -0.147  0.498
C 2.289 3.766 -0.834  -0.638
C 1.817 4.009 -2.118  -0.266
C 0.803 3.228 -2.671  -0.733
C 0.299 2.192 -1.921  0.704
N 0.800 1.946 -0.698  0.107
C -0.840 1.274 -2.285  0.268
O -1.384 1.248 -3.341  -0.506
O -1.207 0.442 -1.274  -0.514
H 3.047 4.387 -0.379  0.490
H 2.231 4.834 -2.682  0.464
H 0.395 3.420 -3.655  0.546
C -2.886 -1.578 2.434  -0.419
C -3.933 -0.597 1.903  -0.706
C -3.116 0.504 1.243  -0.283
O -1.724 0.362 1.762  -0.504
C -1.759 -0.654 2.824  -0.392
H -2.577 -2.288 1.666  0.138
H -3.251 -2.140 3.293  0.441
H -4.523 -0.200 2.727  0.302
H -4.615 -1.057 1.192  0.355
H -3.444 1.505 1.515  0.326
H -3.054 0.417 0.162  0.245
H -1.965 -0.140 3.763  0.269
H -0.764 -1.094 2.875  0.318
C 3.796 -1.112 0.474  -0.679
O 2.630 -0.546 -0.227  -0.207
P 1.179 -1.089 -0.224  1.266
O 0.804 -1.799 -1.542  -0.373
C 1.038 -1.362 -2.919  -0.517
O 1.092 -2.175 0.881  -0.393
C 0.075 -3.229 1.000  -0.800
H 3.836 -2.183 0.299  0.328
H 3.701 -0.886 1.531  0.322
H 4.655 -0.615 0.040  0.265
H 0.272 -1.845 -3.515  0.273
H 2.031 -1.696 -3.203  0.293
H 0.955 -0.285 -2.997  0.210
H -0.369 -3.128 1.983  0.291
H 0.603 -4.172 0.912  0.349
H -0.661 -3.130 0.206  0.397

=====

No. 5
Molecular formula: C5H7N3
Method: DFT, ωB97M-V with the def2-TZVPD basis set

Values from the calculation:
SMILES string: [H]/N=C\N1N=CCC1=C

Last column: Mulliken charge in e.
Cartesian coordinates (Å):
H 2.624 1.765 -0.078  0.278
N 2.755 0.911 -0.697  -0.694
C 1.821 0.082 -0.783  0.247
N 0.523 0.420 -0.394  0.474
N 0.087 1.580 0.035  -0.833
C -1.151 1.485 0.462  -0.275
C -1.581 0.021 0.504  -0.342
C -0.463 -0.647 0.006  0.624
C -0.133 -1.892 -0.022  -1.117
H 1.809 -0.923 -1.093  0.272
H -1.616 2.269 1.094  0.345
H -2.526 -0.092 0.008  0.261
H -2.016 -0.090 1.530  0.245
H 0.760 -2.235 -0.498  0.241
H -0.892 -2.653 -0.074  0.274

=====

We obtain relative energy (zero: lowest compared OMol25 entry of this formula, charge and spin) values of 16.1, 88.6, 119.6, 14.6, 90.0 kcal per mole for the records listed above, in that order.
We obtain largest force on an atom values of 6.72, 4.08, 3.06, 1.59, 5.58 eV Å⁻¹ for the records listed above, in that order.